Entry 1:
{"formula": "C5H14O", "method": "ωB97M-V/def2-TZVPD", "species": ["C", "C", "C", "C", "C", "H", "H", "H", "H", "H", "H", "H", "H", "H", "H", "H", "H", "O", "H", "H"], "coordinates": [[-0.961, 0.394, -1.734], [-0.144, 0.601, -0.466], [-0.420, -0.439, 0.630], [0.136, 0.030, 1.956], [-1.882, -0.823, 0.796], [-2.042, 0.472, -1.569], [-0.757, -0.624, -2.097], [-0.700, 1.090, -2.526], [-0.245, 1.583, -0.004], [0.922, 0.515, -0.720], [0.115, -1.359, 0.387], [0.268, -0.787, 2.659], [1.095, 0.529, 1.897], [-0.537, 0.725, 2.457], [-2.263, -1.355, -0.066], [-1.969, -1.503, 1.650], [-2.525, 0.044, 0.941], [4.285, 0.120, -1.310], [3.735, 0.616, -0.693], [3.890, 0.173, -2.188]], "smiles": "CCC(C)C.O", "homo_lumo_gap_ev": 11.903, "e_above_lowest_ev": 0.195, "energy_ha": -274.13491, "largest_force_ev_per_a": 0.738, "lumo_ha": 0.0284}

***

Entry 2:
{"formula": "C4H10O2", "method": "ωB97M-V/def2-TZVPD", "species": ["C", "C", "C", "C", "O", "H", "H", "H", "H", "H", "H", "H", "H", "O", "H", "H"], "coordinates": [[0.622, 1.570, -0.681], [-0.223, 0.901, 0.387], [-1.208, -0.090, -0.297], [-1.881, -0.970, 0.730], [-2.739, -1.782, 0.490], [1.288, 2.367, -0.338], [-0.006, 2.096, -1.406], [1.215, 0.831, -1.215], [-0.903, 1.632, 0.831], [0.365, 0.413, 1.157], [-0.683, -0.832, -0.916], [-1.835, 0.453, -1.000], [-1.498, -0.908, 1.767], [2.358, -1.970, -0.189], [3.059, -2.419, 0.283], [2.069, -1.294, 0.399]], "smiles": "CCCC=O.O", "homo_lumo_gap_ev": 10.432, "e_above_lowest_ev": 1.007, "energy_ha": -308.86117, "largest_force_ev_per_a": 1.664, "lumo_ha": 0.0244}

***

Entry 3:
{"formula": "C4H6N2O", "method": "ωB97M-V/def2-TZVPD", "species": ["O", "C", "N", "N", "C", "C", "C", "H", "H", "H", "H", "H", "H"], "coordinates": [[1.696, 1.957, -0.464], [0.910, 1.028, -0.374], [0.551, 0.201, -1.395], [-0.800, -0.260, -1.168], [-0.998, -0.218, 0.271], [0.033, -0.891, 1.120], [0.096, 0.626, 0.832], [0.713, 0.514, -2.323], [-0.789, -1.258, -1.407], [-2.066, -0.261, 0.561], [0.745, -1.570, 0.582], [-0.176, -1.233, 2.143], [0.085, 1.365, 1.622]], "smiles": "O=C1NN[C@H]2C[C@@H]12", "homo_lumo_gap_ev": 9.938, "e_above_lowest_ev": 2.204, "energy_ha": -340.71393, "largest_force_ev_per_a": 1.271, "lumo_ha": 0.0359}

***

Entry 4:
{"formula": "C24H44F6N8P", "method": "ωB97M-V/def2-TZVPD", "species": ["C", "C", "N", "C", "C", "N", "C", "C", "H", "H", "H", "H", "H", "H", "H", "H", "H", "H", "H", "C", "C", "N", "C", "C", "N", "C", "C", "H", "H", "H", "H", "H", "H", "H", "H", "H", "H", "H", "C", "C", "N", "C", "C", "N", "C", "C", "H", "H", "H", "H", "H", "H", "H", "H", "H", "H", "H", "C", "C", "N", "C", "C", "N", "C", "C", "H", "H", "H", "H", "H", "H", "H", "H", "H", "H", "H", "P", "F", "F", "F", "F", "F", "F"], "coordinates": [[-4.025, -1.014, 4.531], [-2.575, -0.694, 4.198], [-1.652, -1.812, 4.354], [-0.618, -2.083, 3.488], [-0.030, -3.258, 3.934], [-0.692, -3.664, 5.058], [-1.655, -2.757, 5.348], [-0.279, -4.745, 5.962], [-4.440, -1.911, 4.076], [-4.657, -0.220, 4.128], [-4.175, -0.896, 5.604], [-2.205, 0.232, 4.641], [-2.468, -0.464, 3.135], [-0.450, -1.464, 2.619], [0.896, -3.711, 3.619], [-2.143, -2.818, 6.308], [0.797, -4.876, 5.883], [-0.839, -5.624, 5.649], [-0.509, -4.407, 6.970], [-2.236, 4.263, -0.684], [-2.075, 4.017, 0.797], [-0.664, 3.696, 1.144], [0.398, 4.322, 0.592], [1.558, 3.776, 1.142], [1.150, 2.817, 2.067], [-0.188, 2.842, 2.057], [2.021, 1.893, 2.761], [-1.879, 3.402, -1.249], [-1.824, 5.123, -1.210], [-3.320, 4.357, -0.771], [-2.618, 3.153, 1.173], [-2.300, 4.942, 1.328], [0.292, 5.068, -0.178], [2.620, 3.924, 1.048], [-0.795, 2.122, 2.581], [1.472, 1.144, 3.323], [2.928, 2.294, 3.211], [2.482, 1.341, 1.935], [4.617, 3.895, -2.913], [3.470, 3.559, -1.919], [2.162, 3.538, -2.543], [1.444, 4.662, -2.995], [0.353, 4.256, -3.686], [0.239, 2.884, -3.509], [1.404, 2.465, -2.969], [-0.822, 2.062, -4.083], [4.450, 4.844, -3.423], [4.834, 3.133, -3.658], [5.535, 4.093, -2.358], [3.326, 4.371, -1.205], [3.635, 2.654, -1.338], [1.824, 5.671, -2.942], [-0.427, 4.733, -4.258], [1.745, 1.450, -2.836], [-1.774, 2.588, -4.085], [-0.953, 1.177, -3.464], [-0.506, 1.728, -5.070], [0.108, -2.455, -4.625], [1.164, -3.088, -3.703], [0.578, -4.143, -2.924], [0.177, -5.417, -3.343], [-0.447, -6.024, -2.308], [-0.311, -5.219, -1.177], [0.266, -4.093, -1.606], [-0.858, -5.502, 0.122], [-0.400, -3.169, -5.273], [0.543, -1.650, -5.214], [-0.675, -2.094, -3.954], [1.564, -2.319, -3.047], [1.953, -3.450, -4.363], [0.446, -5.817, -4.308], [-1.043, -6.919, -2.231], [0.654, -3.277, -1.012], [-0.428, -6.427, 0.506], [-1.936, -5.630, 0.020], [-0.707, -4.742, 0.886], [-0.069, -0.026, -0.574], [0.493, -0.566, -1.971], [-0.792, 1.280, -1.145], [-1.391, -0.883, -0.899], [-0.677, 0.117, 0.941], [0.672, -1.353, 0.065], [1.258, 0.794, -0.180]], "homo_lumo_gap_ev": 10.375, "e_above_lowest_ev": 0.000, "energy_ha": -2318.86219, "largest_force_ev_per_a": 4.512, "lumo_ha": -0.2315, "charge": 3}

***

Entry 5:
{"formula": "C21H28Br3F16IO2P", "method": "ωB97M-V/def2-TZVPD", "species": ["C", "C", "P", "C", "C", "C", "I", "C", "Br", "C", "C", "C", "Br", "C", "C", "Br", "H", "H", "H", "H", "H", "H", "H", "H", "H", "H", "H", "H", "H", "H", "H", "H", "H", "H", "H", "H", "C", "C", "C", "F", "F", "F", "F", "O", "C", "C", "F", "F", "F", "F", "H", "H", "H", "H", "C", "C", "C", "F", "F", "F", "F", "O", "C", "C", "F", "F", "F", "F", "H", "H", "H", "H"], "coordinates": [[-0.932, -1.513, -0.330], [-0.202, -0.759, -1.182], [-0.666, 0.895, -1.633], [-0.020, 2.230, -0.571], [1.189, 1.886, 0.309], [2.325, 1.165, -0.421], [0.639, 0.902, 2.137], [-0.296, 1.188, -3.425], [-0.236, 3.091, -3.814], [0.988, 0.550, -3.976], [0.909, -0.983, -4.177], [-2.496, 0.912, -1.457], [-3.081, 2.752, -1.722], [-3.158, -0.158, -2.408], [-3.757, -1.353, -1.615], [-4.601, 0.561, -3.499], [-1.251, -1.161, 0.649], [-1.236, -2.523, -0.589], [0.683, -1.204, -1.623], [0.247, 3.102, -1.169], [-0.854, 2.550, 0.056], [1.584, 2.838, 0.654], [2.257, 0.087, -0.284], [2.341, 1.439, -1.477], [3.284, 1.474, -0.008], [-1.133, 0.800, -4.004], [1.111, 0.986, -4.967], [1.873, 0.838, -3.412], [1.173, -1.249, -5.196], [1.645, -1.473, -3.538], [-0.066, -1.386, -3.906], [-2.746, 0.698, -0.419], [-2.417, -0.556, -3.096], [-4.777, -1.507, -1.948], [-3.748, -1.151, -0.547], [-3.197, -2.268, -1.799], [7.259, -0.590, 1.464], [6.234, -0.326, 0.353], [6.621, -0.671, -1.088], [7.683, 0.037, -1.501], [5.570, -0.362, -1.894], [5.799, 0.951, 0.426], [5.158, -1.127, 0.628], [8.039, 0.496, 1.915], [9.205, 0.863, 1.292], [9.115, 2.269, 0.680], [8.085, 2.346, -0.188], [10.257, 2.525, 0.012], [9.596, -0.051, 0.387], [10.161, 0.924, 2.242], [6.654, -0.854, 2.331], [7.869, -1.466, 1.238], [6.833, -1.739, -1.184], [8.977, 3.009, 1.469], [-7.572, 0.115, 2.824], [-6.091, 0.461, 2.622], [-5.307, -0.340, 1.583], [-5.267, -1.651, 1.881], [-4.009, 0.076, 1.515], [-5.441, 0.438, 3.801], [-6.057, 1.748, 2.162], [-7.911, -0.730, 3.902], [-7.882, -2.096, 3.795], [-6.832, -2.729, 4.721], [-5.607, -2.223, 4.468], [-6.800, -4.058, 4.493], [-7.721, -2.493, 2.518], [-9.079, -2.554, 4.209], [-8.034, 1.067, 3.080], [-8.034, -0.210, 1.891], [-5.754, -0.212, 0.592], [-7.093, -2.540, 5.764]], "homo_lumo_gap_ev": 8.238, "energy_ha": -10926.11841, "largest_force_ev_per_a": 1.539, "lumo_ha": -0.1530, "charge": 1}

***

Entry 6:
{"formula": "C10H18FO3P", "method": "ωB97M-V/def2-TZVPD", "species": ["C", "C", "C", "C", "C", "C", "C", "C", "C", "C", "O", "O", "O", "F", "P", "H", "H", "H", "H", "H", "H", "H", "H", "H", "H", "H", "H", "H", "H", "H", "H", "H", "H"], "coordinates": [[-2.696, 1.226, 0.000], [-1.592, 1.154, -0.456], [-4.347, -0.110, 1.248], [4.247, 0.489, 1.708], [-1.110, -2.137, -0.837], [0.575, 1.294, -2.408], [-4.067, 1.182, 0.482], [3.924, -0.041, 0.322], [0.212, -2.172, -0.091], [0.502, 1.444, -0.930], [0.934, 0.146, 1.567], [2.788, 0.608, -0.237], [1.112, -1.202, -0.611], [0.711, 2.692, -0.490], [1.282, 0.205, 0.148], [-5.350, -0.083, 1.669], [-4.269, -0.971, 0.588], [-3.631, -0.232, 2.058], [3.440, 0.242, 2.393], [5.176, 0.053, 2.066], [4.351, 1.571, 1.674], [-1.572, -1.158, -0.715], [-0.948, -2.323, -1.897], [-1.775, -2.899, -0.441], [1.619, 1.359, -2.720], [0.184, 0.324, -2.698], [0.012, 2.086, -2.899], [-4.209, 2.045, 1.140], [-4.752, 1.277, -0.365], [3.752, -1.121, 0.352], [4.740, 0.171, -0.377], [0.704, -3.141, -0.218], [0.056, -1.977, 0.975]], "homo_lumo_gap_ev": 9.766, "e_above_lowest_ev": 1.241, "energy_ha": -1058.70570, "largest_force_ev_per_a": 4.958, "lumo_ha": 0.0138}

***

Entry 7:
{"formula": "C2H3N2O3", "method": "ωB97M-V/def2-TZVPD", "species": ["C", "C", "N", "N", "O", "O", "O", "H", "H", "H"], "coordinates": [[-0.054, 0.556, -1.227], [0.914, -0.255, -1.412], [-0.901, 0.712, -0.086], [-1.883, 1.470, -0.441], [-2.722, 1.786, 0.482], [0.638, -1.224, 1.080], [1.855, -0.901, -1.752], [-0.307, 1.320, -2.071], [0.796, -1.137, 2.051], [0.035, -0.488, 0.962]], "homo_lumo_gap_ev": 7.224, "e_above_lowest_ev": 3.937, "energy_ha": -413.17648, "largest_force_ev_per_a": 3.917, "lumo_ha": 0.1413, "charge": -1}

***

Entry 8:
{"formula": "C35H30ClN3O3PS2W", "method": "ωB97M-V/def2-TZVPD", "species": ["W", "Cl", "C", "C", "C", "C", "O", "C", "C", "N", "C", "C", "C", "C", "C", "C", "C", "C", "N", "C", "C", "H", "H", "H", "H", "H", "H", "H", "H", "H", "H", "C", "C", "C", "C", "C", "C", "C", "C", "C", "C", "C", "C", "C", "C", "C", "N", "H", "H", "H", "H", "H", "H", "H", "H", "H", "H", "C", "C", "O", "P", "S", "S", "O", "C", "C", "H", "H", "H", "H", "H", "H", "H", "H", "H", "H"], "coordinates": [[0.462, -0.351, 0.193], [-6.328, -2.864, 1.040], [-4.627, -2.604, 0.844], [-3.727, -3.387, 1.554], [-2.369, -3.174, 1.391], [-1.884, -2.176, 0.548], [-0.579, -2.004, 0.405], [-2.817, -1.350, -0.155], [-2.425, -0.280, -0.988], [-1.170, 0.170, -1.117], [-0.865, 1.111, -2.082], [-1.751, 1.766, -2.957], [-1.282, 2.724, -3.840], [0.059, 3.050, -3.911], [0.990, 2.395, -3.090], [2.376, 2.660, -3.102], [3.202, 1.955, -2.243], [2.675, 1.003, -1.392], [1.345, 0.722, -1.343], [0.519, 1.411, -2.183], [-4.192, -1.614, -0.001], [-4.081, -4.153, 2.225], [-1.651, -3.775, 1.929], [-3.220, 0.190, -1.555], [-2.808, 1.552, -2.941], [-1.987, 3.236, -4.480], [0.408, 3.812, -4.590], [2.765, 3.413, -3.769], [4.264, 2.143, -2.229], [3.304, 0.466, -0.686], [-4.904, -1.008, -0.538], [2.682, -0.713, 4.072], [3.520, -1.790, 3.820], [3.557, -2.342, 2.559], [2.734, -1.842, 1.539], [1.831, -0.766, 1.773], [1.869, -0.225, 3.067], [2.744, -2.357, 0.185], [3.703, -3.278, -0.280], [3.718, -3.676, -1.587], [2.707, -3.208, -2.459], [2.627, -3.625, -3.797], [1.610, -3.191, -4.610], [0.615, -2.370, -4.083], [0.665, -1.953, -2.771], [1.731, -2.315, -1.932], [1.796, -1.838, -0.645], [2.655, -0.272, 5.059], [4.144, -2.187, 4.608], [4.211, -3.183, 2.384], [1.231, 0.622, 3.312], [4.446, -3.654, 0.405], [4.465, -4.363, -1.959], [3.387, -4.299, -4.172], [1.570, -3.503, -5.644], [-0.212, -2.072, -4.710], [-0.151, -1.375, -2.361], [-1.204, 2.358, 5.751], [-1.484, 2.914, 4.369], [-0.353, 2.687, 3.508], [-0.592, 2.090, 2.057], [1.076, 2.301, 0.976], [-1.360, 0.222, 2.124], [-1.726, 3.117, 1.559], [-2.341, 3.026, 0.278], [-3.252, 4.228, 0.115], [-2.021, 2.629, 6.415], [-0.277, 2.771, 6.139], [-1.122, 1.275, 5.718], [-1.642, 3.995, 4.407], [-2.367, 2.439, 3.935], [-2.911, 2.090, 0.220], [-1.565, 3.022, -0.496], [-4.033, 4.219, 0.873], [-3.701, 4.205, -0.874], [-2.682, 5.148, 0.219]], "homo_lumo_gap_ev": [4.256, 4.029], "energy_ha": -3406.88745, "multiplicity": 2, "largest_force_ev_per_a": 2.717, "lumo_ha": [-0.0584, -0.0491]}

***

Entry 9:
{"formula": "C15H37N6O6P2S", "method": "ωB97M-V/def2-TZVPD", "species": ["C", "C", "P", "C", "N", "P", "N", "C", "N", "C", "C", "O", "C", "C", "O", "N", "C", "N", "C", "C", "C", "C", "N", "H", "H", "H", "H", "H", "H", "H", "H", "H", "H", "H", "H", "H", "H", "H", "H", "H", "H", "H", "H", "H", "H", "H", "H", "H", "H", "H", "H", "H", "H", "H", "H", "H", "C", "C", "O", "S", "O", "O", "O", "H", "H", "H", "H"], "coordinates": [[-0.062, -3.873, 1.579], [0.962, -2.695, 1.113], [0.395, -1.681, -0.431], [-0.303, -2.874, -1.808], [-0.984, -0.615, -0.074], [-2.347, -1.381, 0.754], [-2.824, -2.782, 0.201], [-0.567, 0.750, 0.412], [-1.059, 1.327, 1.587], [-0.620, 2.701, 2.042], [0.462, 2.689, 3.308], [0.144, 1.686, 4.333], [-1.041, 2.046, 5.124], [-1.735, 0.844, 6.045], [-1.656, 3.230, 5.159], [0.442, 1.470, -0.401], [-0.003, 2.453, -1.398], [-1.406, 2.286, -1.959], [1.834, 1.504, 0.084], [2.802, 2.703, -0.481], [4.150, 2.828, 0.502], [4.613, 4.428, 0.368], [3.675, 5.195, 1.284], [-0.844, -3.454, 2.342], [-0.647, -4.419, 0.729], [0.570, -4.702, 2.156], [1.312, -1.965, 1.990], [1.968, -3.238, 0.768], [-0.708, -3.881, -1.378], [0.596, -3.150, -2.541], [-1.146, -2.278, -2.369], [-2.125, -1.538, 2.214], [-3.469, -0.437, 0.672], [-2.780, -3.531, 0.945], [-1.767, 0.825, 2.184], [-1.590, 3.224, 2.486], [-0.243, 3.417, 1.195], [0.459, 3.798, 3.743], [1.535, 2.589, 2.900], [-2.188, 1.246, 7.055], [-0.923, 0.035, 6.320], [-2.596, 0.287, 5.463], [0.089, 3.576, -1.012], [0.726, 2.389, -2.342], [-2.120, 2.816, -1.415], [-1.663, 1.285, -2.101], [1.948, 1.478, 1.217], [2.358, 0.484, -0.240], [3.191, 2.339, -1.542], [2.308, 3.763, -0.496], [5.008, 2.093, 0.197], [3.793, 2.705, 1.613], [4.332, 4.724, -0.747], [5.755, 4.571, 0.614], [3.378, 6.103, 0.860], [4.065, 5.319, 2.246], [-3.179, -4.534, -5.107], [-2.517, -5.155, -6.334], [-1.416, -4.301, -6.636], [-0.840, -3.668, -5.248], [0.295, -4.459, -4.828], [-0.789, -2.231, -5.388], [-2.107, -4.052, -4.298], [-3.805, -3.680, -5.387], [-3.780, -5.258, -4.551], [-3.198, -5.223, -7.185], [-2.119, -6.150, -6.106]], "homo_lumo_gap_ev": 7.285, "energy_ha": -2454.05029, "largest_force_ev_per_a": 8.339, "lumo_ha": -0.1492, "charge": 1}